# 1
This record from OMol25 describes an isolated molecule of C8H17BN2. The level of theory is the ωB97M-V functional and the def2-TZVPD basis.

Output
**⟨S²⟩**: 2.0096
**LUMO level (spin up / spin down)**: 0.85 / -0.26 eV
**Spin multiplicity**: 3
**Charge**: 0
**E_tot**: -12222.716 eV
**Kohn-Sham gap (spin up / spin down)**: 6.3 / 9.0 eV

XYZ file:
```
28
Properties=species:S:1:pos:R:3:forces:R:3
H 1.871 0.061 2.257 0.46 -0.31 0.15
H 0.818 2.422 -0.797 -0.71 -0.24 -0.64
H -1.598 2.584 -1.496 -0.54 0.09 0.51
N -0.256 -1.317 -1.011 -0.53 -0.91 -3.05
C -0.262 -2.749 -0.975 -0.65 -0.23 1.90
C -1.624 -0.146 0.649 -1.27 -3.49 0.22
H 2.472 -1.356 1.275 0.37 1.83 0.39
H 0.217 1.193 -2.013 -0.03 0.08 2.00
H 0.180 -1.340 1.127 -0.59 1.08 -2.14
H 3.574 0.003 1.773 1.39 0.68 -0.20
H -1.617 0.214 1.698 0.42 0.24 -0.76
H 0.365 1.190 1.256 -0.03 -1.05 -2.11
H 3.695 1.448 -1.518 -0.48 0.08 0.24
C -2.252 0.736 -0.397 0.10 1.95 -0.42
H -0.781 -3.413 -1.695 0.14 1.27 -0.19
C -0.165 -0.674 0.162 -0.37 0.87 5.81
H -0.583 -3.075 0.038 -0.10 -0.11 -0.28
H -2.224 -1.137 0.743 0.63 1.55 -0.21
H -3.217 1.218 -0.117 0.39 -0.88 0.15
H 0.772 -2.992 -0.969 1.26 -0.64 -0.29
B 2.954 1.069 -0.677 -0.55 -0.75 0.51
C 0.599 0.665 0.210 -0.70 0.43 0.66
C 0.112 1.560 -0.925 1.11 1.00 0.03
N 2.011 0.556 0.208 4.55 -0.79 0.57
H -1.355 2.552 0.266 0.00 1.25 1.47
C -1.307 1.999 -0.613 -0.44 -2.30 -2.70
H -2.419 0.137 -1.312 0.23 0.52 0.31
C 2.597 -0.224 1.477 -4.06 -1.22 -1.91
```
Forces are in eV/Å.

Charges per atom according to natural (NBO) partitioning, unit e: 0.183 0.217 0.210 -0.268 -0.467 -0.380 0.194 0.241 0.161 0.217 0.217 0.184 -0.054 -0.424 0.219 -0.107 0.177 0.204 0.214 0.223 0.381 -0.027 -0.423 -0.717 0.193 -0.392 0.220 -0.396


# 2
This record from OMol25 describes a structure of composition C21H64N4O9. The level of theory is the ωB97M-V functional and the def2-TZVPD basis.

Output
**Energy above the lowest of the compared OMol25 structures with the same formula, charge and spin**: 37.368 eV
**LUMO level**: 0.20 eV
**Charge**: 0
**E_tot**: -47162.001 eV
**Kohn-Sham gap**: 6.8 eV

XYZ file:
```
98
Properties=species:S:1:pos:R:3:forces:R:3
H -2.025 3.681 4.276 0.35 -2.92 1.61
C 0.409 4.014 3.371 2.34 -1.12 0.41
H -0.638 -0.795 -1.225 -1.66 2.31 -0.11
N 3.412 0.231 3.286 -4.53 2.73 2.90
H -4.657 -1.347 1.037 -2.09 0.63 -0.94
O -1.353 -0.005 -1.580 1.16 -1.46 0.85
C -0.869 3.767 2.569 3.39 2.02 -0.58
H -1.986 2.230 -5.505 -0.89 -1.63 1.43
H 2.513 0.540 4.127 3.67 -1.00 -2.83
C 3.774 0.606 0.835 -0.48 4.46 -0.10
H -5.699 3.243 1.124 -0.80 0.16 0.02
H 0.720 -0.271 2.442 -0.21 -0.11 0.70
H 1.031 -4.374 0.020 -8.45 -0.10 1.50
H -2.066 -2.091 0.048 0.04 -0.08 0.44
H 0.499 5.023 3.759 0.00 0.81 -0.68
H 3.208 -4.820 -0.305 1.43 -1.03 -0.22
C 2.157 -4.683 -0.490 10.14 -6.11 -6.12
H -0.624 2.804 2.038 -1.86 0.62 1.28
O 1.494 3.674 2.424 -0.10 1.31 0.47
H 2.923 5.244 3.265 -0.96 -2.97 -1.03
H 1.759 -4.018 0.187 9.20 -0.68 -1.90
C -1.420 -2.966 0.126 -1.08 -2.19 2.33
O -1.662 0.437 -4.266 -18.87 -1.03 -0.67
H -0.766 1.647 -4.284 4.49 3.91 1.18
H 1.357 -1.548 0.105 0.52 1.35 -0.61
H -0.701 5.749 1.613 0.41 4.66 1.60
H -5.102 0.126 0.134 -1.37 -0.75 0.39
H -0.148 -1.953 1.369 0.15 -0.57 -0.25
C 2.781 4.057 2.875 1.79 2.74 0.73
C 2.066 -1.918 -2.897 1.14 -2.55 -1.82
H 2.534 -3.527 -4.024 -0.36 -4.02 0.16
N 0.576 -1.755 -0.462 -3.28 -1.71 -1.13
H -2.652 0.294 0.176 0.19 -1.13 -0.25
H -7.412 -1.656 0.425 1.10 0.45 -0.03
C 2.555 -2.615 -1.657 -1.22 -2.92 1.84
H -3.084 3.024 1.929 -1.45 -0.27 -0.46
H -2.107 4.934 3.786 0.45 1.63 -1.74
C 2.691 0.641 2.028 1.60 -2.67 -1.85
H 0.600 3.478 4.387 -0.73 -0.19 -1.75
H 2.190 -2.169 -0.665 3.29 -0.90 -2.62
C -0.925 4.812 1.420 3.80 -6.24 -2.48
O -3.876 2.664 1.443 2.98 -1.93 1.55
H 1.033 -2.197 -3.045 -0.68 0.29 0.15
H -0.761 0.712 -5.560 1.14 0.36 -4.16
C 0.011 -2.620 0.475 -4.14 0.71 4.22
H 3.553 -2.808 -1.531 3.05 0.04 -0.49
H 3.719 3.961 2.188 -2.38 -0.27 0.40
H -4.626 4.508 1.806 -0.27 -0.50 -2.01
H 2.974 3.427 3.719 0.59 -0.20 0.85
H 0.787 -6.313 2.949 0.47 0.21 -1.27
H 0.329 1.967 1.113 0.27 -0.37 -1.66
H 1.609 -5.710 -0.401 0.85 1.78 -0.88
C -0.055 1.061 0.557 6.79 -0.97 3.76
H -3.458 1.058 -5.146 0.63 1.15 0.62
H -1.774 0.449 -3.358 -0.31 -0.56 3.80
C -2.535 1.548 -4.732 -1.57 0.27 1.53
H 2.196 -5.345 2.697 1.12 0.75 0.32
H 1.927 -3.380 1.203 -1.44 0.23 0.62
H 1.786 -1.501 1.592 0.30 2.48 0.99
H -2.773 1.528 -0.956 0.91 -1.05 -0.77
H -1.793 4.625 0.881 -1.68 0.18 -1.05
C -2.023 0.752 -0.595 -7.09 0.55 -1.27
O 0.988 0.046 0.431 0.30 4.25 3.54
O 1.984 -4.016 -1.654 -1.04 1.64 -3.33
C 2.762 -2.562 -4.144 4.73 2.18 7.16
H -0.580 1.136 -0.441 7.36 0.15 -0.03
H 0.955 -2.316 -1.154 -1.25 -1.32 -1.66
H -5.448 -1.420 -0.489 0.55 -2.71 -4.70
H 2.320 1.630 1.972 -0.54 0.89 1.00
C 0.881 -3.760 0.890 -9.33 4.18 7.24
H 1.574 0.360 -4.274 0.29 0.06 -0.03
H -4.528 3.745 0.068 0.78 2.10 -5.23
H 1.559 -6.098 1.242 0.27 -1.26 0.01
H -0.714 0.699 1.415 0.02 -0.19 -1.35
H -1.295 1.263 0.000 -7.22 1.44 0.46
H 4.649 1.292 1.118 -1.09 -1.30 0.00
H -1.893 -3.861 0.755 0.99 2.37 -0.62
C -0.247 0.827 -4.682 9.24 1.06 -3.41
N 2.229 -0.545 -2.710 1.90 0.48 -3.74
H -1.449 -3.423 -0.790 0.08 -0.99 -2.87
H 3.925 -2.382 -3.968 -2.25 -0.51 -0.82
C 1.528 -0.348 1.734 0.80 0.43 -2.39
H 3.583 0.958 -0.266 -0.69 -0.61 2.24
C -5.528 -0.908 0.337 2.85 1.93 4.45
H 4.039 -0.361 0.797 1.66 -3.52 -0.37
H 3.217 -0.308 -2.698 -0.30 0.27 0.48
H -2.585 2.067 -3.694 -1.15 0.13 -2.26
H 1.743 -0.434 -1.918 -1.60 2.23 3.90
O 1.183 0.717 -5.079 1.11 1.74 -0.33
H 2.444 -2.248 -4.989 -2.02 2.61 -5.70
H 0.015 4.522 0.671 -2.48 0.58 1.66
C 1.330 -5.684 2.192 -2.92 0.87 0.96
O 0.383 -4.571 1.906 0.52 -0.49 1.46
C -4.713 3.663 1.022 -1.36 0.38 6.22
N -1.981 4.027 3.368 -3.12 -0.11 0.63
O -6.814 -1.015 0.853 -1.02 0.48 0.83
H 3.304 -0.765 3.420 0.21 -0.51 -0.44
H -0.470 -0.088 -4.349 5.87 -5.52 2.09
```
Forces are in eV/Å.

Charges per atom according to Mulliken partitioning, unit e: 0.166 -1.037 0.228 -0.718 0.105 -0.826 2.077 0.337 0.379 -1.685 0.261 0.736 0.707 0.245 0.462 0.357 -1.079 -1.034 -0.274 0.209 -0.614 -1.945 -0.399 0.522 -1.283 0.551 0.073 -0.067 -0.913 0.331 0.437 -0.171 0.008 0.330 -1.452 0.314 0.250 2.200 0.349 0.169 -1.367 -0.505 0.070 0.674 2.341 1.137 0.261 0.306 0.418 0.301 0.389 0.401 -0.798 0.231 0.546 -0.676 0.313 0.543 -0.162 0.298 0.308 -0.700 0.117 -0.361 -1.916 0.082 0.489 0.373 -0.874 -0.475 0.433 0.343 0.218 0.204 0.796 0.395 0.284 -1.705 -0.530 0.555 0.276 -0.542 0.120 -0.323 0.507 0.267 0.283 0.289 -0.665 0.625 0.216 -0.690 -0.563 -0.811 -0.516 -0.549 0.359 0.652


# 3
This record from OMol25 describes an isolated molecule of C11H17NO2S. The level of theory is the ωB97M-V functional and the def2-TZVPD basis.

Output
**Energy above the lowest of the compared OMol25 structures with the same formula, charge and spin**: 0.238 eV
**LUMO level**: 0.65 eV
**Charge**: 0
**E_tot**: -28103.104 eV
**Kohn-Sham gap**: 9.7 eV

XYZ file:
```
32
Properties=species:S:1:pos:R:3:forces:R:3
H -1.748 -3.114 0.825 -0.01 -0.03 0.03
H 0.143 0.377 1.370 0.02 0.03 0.07
C 2.049 -0.951 0.010 0.02 0.03 0.01
N -2.370 0.962 0.601 -0.56 -0.69 -0.23
H 5.271 -1.179 -0.979 0.07 -0.03 -0.02
H -2.975 1.390 1.286 -0.15 0.04 0.11
H -1.393 2.799 0.545 -0.11 -0.07 0.01
C -1.558 1.943 -0.113 0.42 0.02 -0.70
C 4.278 0.629 -0.405 0.09 0.03 -0.04
C 0.675 1.041 0.687 -0.07 -0.01 -0.32
H -2.087 2.286 -1.010 0.10 0.17 0.12
H -1.176 -1.444 0.958 0.12 -0.02 0.05
H 5.147 1.251 -0.565 0.07 0.05 -0.01
H -1.513 -2.134 -0.633 0.13 -0.10 -0.04
C 3.095 1.197 0.033 -0.03 -0.02 0.01
O -2.748 -0.119 -1.671 0.40 -0.04 -0.05
H -3.952 -2.257 -0.035 -0.14 0.06 -0.07
C 1.967 0.415 0.249 0.00 0.05 0.16
H 0.292 2.030 -1.189 0.03 -0.04 -0.08
C 4.349 -0.734 -0.637 0.10 -0.03 -0.04
O -4.704 0.461 -0.292 0.01 -0.06 0.23
H 3.278 -2.587 -0.608 0.00 -0.08 -0.01
H 0.878 1.976 1.215 -0.01 -0.01 0.08
H -0.415 0.417 -1.078 0.09 0.01 -0.09
H 3.046 2.262 0.214 -0.02 0.12 0.04
H 1.181 -1.574 0.171 -0.12 -0.07 0.03
S -3.348 -0.010 -0.376 -0.51 -0.06 0.77
C -3.250 -1.606 0.479 0.19 0.74 -0.43
H -3.590 -1.425 1.493 -0.11 0.02 0.10
C -1.831 -2.113 0.407 0.11 -0.12 0.00
C -0.220 1.333 -0.522 -0.11 0.24 0.35
C 3.230 -1.522 -0.429 0.01 -0.10 -0.03
```
Forces are in eV/Å.

Charges per atom according to natural (NBO) partitioning, unit e: 0.223 0.212 -0.253 -0.879 0.212 0.402 0.202 -0.226 -0.201 -0.445 0.206 0.219 0.212 0.233 -0.249 -0.947 0.244 0.088 0.210 -0.227 -0.949 0.210 0.203 0.224 0.206 0.206 2.288 -0.637 0.234 -0.632 -0.401 -0.190


# 4
This record from OMol25 describes a structure of composition C2HO3S. The level of theory is the ωB97M-V functional and the def2-TZVPD basis.

Output
**Energy above the lowest of the compared OMol25 structures with the same formula, charge and spin**: 6.386 eV
**LUMO level (spin up / spin down)**: 3.90 / 3.90 eV
**Charge**: -1
**E_tot**: -19063.357 eV
**Kohn-Sham gap (spin up / spin down)**: 8.6 / 8.6 eV

XYZ file:
```
7
Properties=species:S:1:pos:R:3:forces:R:3
O 1.656 0.415 -1.308 -0.80 -0.14 0.06
C -0.075 0.323 0.645 -0.01 -0.39 -0.72
S 0.529 -0.408 -0.888 -3.24 -0.07 -1.90
O 0.849 -1.780 -0.519 -0.28 0.53 -0.17
C -0.612 0.695 1.653 0.28 0.03 -0.35
H -1.063 1.074 2.526 -0.15 0.08 0.30
O -1.285 -0.319 -2.109 4.18 -0.05 2.77
```
Forces are in eV/Å.

Charges per atom according to natural (NBO) partitioning, unit e: -0.946 -0.282 2.054 -0.948 -0.258 0.215 -0.835


# 5
This record from OMol25 describes a cluster of 3 separate species, C20H44BIN3O10P2 in total. The level of theory is the ωB97M-V functional and the def2-TZVPD basis.

Output
**LUMO level**: -4.31 eV
**Charge**: +1
**E_tot**: -73750.501 eV
**Kohn-Sham gap**: 7.2 eV

XYZ file:
```
81
Properties=species:S:1:pos:R:3:forces:R:3
H 1.190 -8.680 1.736 -0.03 0.05 0.13
C -0.773 9.818 -0.392 0.02 -0.22 -0.02
H 0.786 3.016 0.990 -0.01 0.03 0.00
O -1.089 1.341 -0.110 1.37 0.82 1.32
O -1.661 8.943 -2.514 1.22 -0.11 1.76
P -0.851 0.036 0.760 -2.30 -3.67 -2.34
H -5.546 7.512 -0.968 0.04 -0.01 -0.10
H 7.411 -6.334 0.039 -0.15 0.11 -0.03
H -3.983 1.417 2.623 -0.03 -0.04 0.02
O -2.132 6.877 -3.417 0.19 0.23 0.07
C -0.376 -3.237 -0.302 -0.13 -0.07 0.04
H -1.738 -8.582 1.185 -0.07 -0.21 -0.02
O -3.795 7.930 -1.897 0.63 0.55 0.50
H -2.262 2.668 0.979 0.00 -0.20 0.01
C -0.182 2.983 1.492 0.13 -0.27 0.02
H 5.812 -5.935 -1.896 -0.13 -0.07 -0.11
H -0.012 -7.511 2.245 0.22 0.03 0.08
H -1.791 -0.623 3.265 0.10 -0.01 -0.16
H 0.242 9.495 -0.624 0.00 0.02 0.00
P -2.221 7.558 -1.959 -3.51 -2.27 -3.75
H -2.541 10.492 -1.453 -0.06 -0.17 0.00
H -1.178 -3.577 -0.958 0.03 0.00 -0.04
H -0.708 5.482 -2.831 0.01 0.11 0.02
C -0.778 -8.933 0.812 0.38 0.46 -0.30
H -3.194 4.378 -4.209 0.08 0.02 -0.07
H -3.647 9.494 0.380 -0.02 -0.02 0.05
H -0.661 -6.768 -0.691 0.02 -0.10 -0.23
H -2.352 1.803 3.176 0.00 -0.01 0.05
H -0.721 10.714 0.225 -0.02 0.02 -0.01
H 6.686 -8.391 1.054 -0.12 -0.03 -0.03
O -2.013 6.421 -1.040 1.67 1.55 1.68
O -0.834 -0.882 -0.575 0.06 0.35 0.05
H -0.376 3.957 1.940 -0.04 0.01 -0.03
C 3.417 -6.825 -0.422 -0.26 0.30 0.38
C -2.654 -0.282 2.690 -0.24 -0.13 0.41
O 0.109 -0.611 1.676 0.73 2.06 0.60
H 7.942 -8.904 -0.055 -0.03 -0.04 0.05
H -1.026 10.852 -2.252 0.00 -0.12 -0.14
H -3.439 -1.030 2.802 0.01 -0.02 -0.12
H 7.704 -7.117 -1.492 -0.15 0.09 -0.10
H -0.793 -8.867 -0.280 -0.17 -0.14 0.01
H -4.128 7.082 -0.022 0.12 -0.04 -0.13
N 5.696 -6.692 -1.231 0.24 0.19 0.53
O 0.272 -6.518 -0.704 0.09 0.06 0.09
C 2.452 -6.466 0.492 -0.17 0.10 -0.28
H 3.179 -7.466 -1.259 0.15 -0.03 -0.03
C -1.516 5.593 -3.555 0.29 -0.14 -0.13
B 0.952 -7.018 0.343 -0.19 0.12 0.57
H 5.476 -4.559 2.645 0.03 0.11 -0.09
H -0.639 -9.985 1.044 -0.12 0.03 0.20
H -3.465 0.956 4.253 0.00 -0.03 0.00
O 4.513 -4.432 2.585 0.09 -0.04 0.02
H -3.033 4.528 -2.470 0.12 -0.07 0.09
C -1.278 2.629 0.510 -0.16 0.64 0.05
H -0.788 -3.177 0.706 0.13 0.08 0.05
H -1.244 9.024 0.197 -0.01 0.07 0.02
I 1.560 -4.902 2.992 0.08 0.05 -0.14
C 0.150 -1.889 -0.754 0.05 -0.22 0.00
N 4.122 -5.240 1.566 0.03 0.11 0.36
C -4.630 9.175 0.027 0.15 0.07 -0.09
C 2.847 -5.605 1.537 -0.20 -0.22 -0.01
H 0.384 -1.918 -1.820 -0.09 0.07 -0.02
H -1.894 3.503 -3.375 -0.07 -0.04 0.00
C 4.726 -6.339 -0.273 0.17 -0.19 -0.84
H -5.014 9.948 -0.641 -0.05 -0.02 0.00
H -1.064 5.598 -4.548 -0.06 -0.02 -0.02
H 1.070 -1.633 -0.228 -0.06 0.03 0.11
C 0.370 -8.051 1.375 -0.12 -0.41 -0.28
C -3.144 1.052 3.215 0.08 0.10 -0.15
C -2.469 4.430 -3.397 -0.33 0.14 -0.04
C -1.545 10.096 -1.665 0.01 0.52 0.14
N 5.069 -5.547 0.722 -0.14 -0.12 0.18
H -0.108 2.242 2.296 -0.03 0.07 0.02
C -4.545 7.840 -0.686 -0.38 -0.09 0.26
C 7.003 -7.069 -0.660 0.44 -0.43 -0.19
H 0.420 -3.984 -0.316 0.00 -0.01 -0.05
C 6.954 -8.447 -0.003 0.05 0.17 0.12
H 6.248 -9.099 -0.518 0.04 0.00 -0.04
H -5.290 9.104 0.892 -0.01 -0.03 -0.01
H -1.287 3.360 -0.298 -0.03 -0.16 -0.13
O -2.348 -0.223 1.294 0.43 0.64 0.28
```
Forces are in eV/Å.

Charges per atom according to Mulliken partitioning, unit e: 0.320 -1.075 0.363 -0.337 -0.391 1.046 0.360 0.258 0.264 -0.407 -0.408 0.355 -0.359 0.104 -1.235 0.298 0.231 0.294 0.340 0.901 0.209 0.258 0.294 -1.303 0.337 0.199 0.298 0.189 0.370 0.291 -0.541 -0.389 0.367 -0.349 -0.239 -0.745 0.393 0.312 0.342 0.430 0.329 0.198 -0.343 -0.628 0.600 0.540 -0.295 0.500 0.418 0.315 0.411 -0.503 0.237 0.142 0.268 0.308 0.250 -0.580 1.156 -1.048 -0.421 0.421 0.320 -0.271 0.255 0.367 0.327 -0.162 -1.016 -1.004 -0.177 -0.834 0.399 -0.121 -0.331 -0.050 -1.120 0.291 0.412 0.096 -0.299


# 6
This record from OMol25 describes an isolated molecule of C5H9NO3. The level of theory is the ωB97M-V functional and the def2-TZVPD basis.

Output
**Energy above the lowest of the compared OMol25 structures with the same formula, charge and spin**: 7.346 eV
**LUMO level**: 0.15 eV
**Charge**: 0
**E_tot**: -12957.360 eV
**Kohn-Sham gap**: 10.4 eV

XYZ file:
```
18
Properties=species:S:1:pos:R:3:forces:R:3
H 0.386 0.331 1.599 -0.77 -1.01 -3.27
H -0.806 1.693 -0.582 -1.17 1.38 0.78
O -4.011 -0.972 -0.151 5.03 0.83 -0.98
C -2.746 -0.994 -0.277 -3.07 -2.22 2.20
H -2.173 -1.992 -0.156 -0.83 1.23 -0.77
H 2.579 -0.786 1.192 -1.73 0.53 -1.63
N -1.804 0.014 -0.250 1.87 0.37 0.05
H 2.962 1.622 0.047 -3.08 -2.38 -1.87
C -1.827 1.479 -0.130 -0.26 -3.00 -0.50
H 1.876 -1.441 -0.342 0.81 -0.65 -0.82
H 0.988 0.800 -0.885 4.50 1.68 -0.58
C 2.242 0.748 -0.608 0.84 -1.36 0.95
C 1.875 -0.569 0.273 1.79 1.35 0.16
O -0.410 -0.437 -0.476 -2.50 1.04 -1.50
H 0.197 -1.362 1.214 -0.25 -0.23 -0.16
O -2.804 1.974 0.328 0.96 1.11 -0.42
H 3.053 0.363 -1.411 -2.50 1.23 1.26
C 0.423 -0.471 0.616 0.35 0.10 7.11
```
Forces are in eV/Å.

Charges per atom according to natural (NBO) partitioning, unit e: 0.180 0.164 -0.541 0.507 0.137 0.228 -0.228 0.233 0.540 0.204 0.237 -0.676 -0.438 -0.391 0.184 -0.464 0.229 -0.106